{
  "formula": "C41H37N13O2PbS",
  "method": "wB97M-V/def2-TZVPD",
  "symbols": ["Pb", "C", "C", "N", "C", "C", "N", "C", "C", "C", "C", "C", "N", "C", "C", "N", "C", "C", "N", "C", "C", "C", "N", "C", "C", "H", "H", "H", "H", "H", "H", "H", "H", "H", "H", "H", "H", "N", "C", "N", "C", "N", "N", "C", "C", "C", "C", "C", "C", "N", "C", "C", "C", "C", "C", "C", "H", "H", "H", "H", "H", "H", "H", "H", "H", "H", "H", "C", "N", "C", "N", "O", "H", "H", "H", "H", "H", "H", "C", "S", "O", "C", "C", "C", "C", "C", "C", "H", "H", "H", "H", "H", "H", "H", "H"],
  "coordinates": [[0.02251, -0.08340, 0.11405], [4.73926, -1.31278, 1.08565], [3.47024, -0.75766, 1.15558], [2.43879, -1.32244, 0.53700], [2.64388, -2.45908, -0.13767], [3.92632, -2.99701, -0.20321], [4.96567, -2.42609, 0.39520], [1.46455, -3.11496, -0.78863], [1.60925, -4.22844, -1.60170], [0.48654, -4.80202, -2.18682], [-0.75312, -4.23204, -1.92383], [-0.82658, -3.11747, -1.10615], [0.26371, -2.58285, -0.55336], [-2.13555, -2.47020, -0.77406], [-3.34259, -2.88078, -1.33536], [-4.51141, -2.38523, -0.94526], [-4.50137, -1.46959, 0.01943], [-3.30699, -0.97849, 0.52140], [-2.13972, -1.46564, 0.11132], [0.61382, -5.97354, -3.08992], [-0.13331, -6.04730, -4.26054], [0.03425, -7.14657, -5.09116], [0.87238, -8.14554, -4.81970], [1.58164, -8.07173, -3.69443], [1.49206, -7.01011, -2.80443], [5.58791, -0.86245, 1.58743], [3.27530, 0.16363, 1.69464], [4.13994, -3.91420, -0.73901], [2.58167, -4.65127, -1.81200], [-1.63903, -4.67963, -2.35146], [-3.38229, -3.62106, -2.12492], [-5.46026, -1.11287, 0.37728], [-3.28061, -0.17623, 1.25228], [-0.81051, -5.24837, -4.54075], [-0.52502, -7.22848, -6.01794], [2.25382, -8.90071, -3.49922], [2.07898, -7.01287, -1.89291], [-3.03644, 2.09601, -3.10895], [-2.22361, 1.26119, -2.45734], [-1.78675, 1.45545, -1.25032], [-2.18631, 2.59131, -0.55314], [-1.93232, 2.77475, 0.70927], [-1.24948, 1.74445, 1.31266], [-1.16173, 1.78458, 2.57919], [-0.52925, 0.65849, 3.30420], [-0.45503, 0.67262, 4.68645], [0.07729, -0.42601, 5.34684], [0.52753, -1.50470, 4.60576], [0.43092, -1.44299, 3.22515], [-0.08142, -0.38990, 2.58675], [-2.97117, 3.60474, -1.25526], [-3.32352, 4.82680, -0.67566], [-4.08953, 5.73030, -1.37763], [-4.52958, 5.42475, -2.66916], [-4.19531, 4.22288, -3.25571], [-3.41041, 3.31918, -2.54542], [-3.37292, 1.86628, -4.02852], [-1.89176, 0.36976, -2.98702], [-1.57969, 2.61085, 3.15026], [-0.81318, 1.53492, 5.23366], [0.12786, -0.44315, 6.42843], [0.95661, -2.37598, 5.08311], [0.77036, -2.26427, 2.60184], [-2.98734, 5.04054, 0.33008], [-4.35976, 6.67728, -0.92762], [-5.13958, 6.13373, -3.21394], [-4.53118, 3.98180, -4.25926], [2.92602, -1.10189, -3.46270], [1.98521, -0.66084, -4.48104], [0.64574, -0.74822, -4.27912], [-0.14378, -0.47408, -5.36919], [0.16636, -1.00711, -3.17362], [3.93461, -0.89287, -3.81086], [2.83144, -2.17233, -3.26502], [2.75268, -0.56470, -2.53136], [2.32815, -0.57809, -5.42111], [0.25029, -0.40823, -6.29181], [-1.10522, -0.75555, -5.32022], [3.80966, 3.22328, -0.91418], [2.43163, 2.09226, -1.08705], [1.85931, 1.94767, 0.30652], [1.32049, 3.16940, -1.97607], [0.70437, 4.21716, -1.30277], [-0.12080, 5.07422, -2.01462], [-0.33622, 4.86583, -3.37457], [0.26316, 3.79713, -4.02797], [1.09962, 2.93524, -3.32605], [3.46173, 4.10396, -0.37503], [4.17411, 3.48530, -1.90857], [4.58526, 2.70679, -0.34829], [0.86889, 4.34533, -0.23811], [-0.59268, 5.90886, -1.51091], [-0.96819, 5.55043, -3.92826], [0.09896, 3.64440, -5.08812], [1.57784, 2.09348, -3.82031]],
  "lowdin_charge": [1.442, -0.081, -0.104, 0.041, -0.201, -0.052, 0.114, -0.202, 0.053, -0.118, 0.064, -0.206, 0.048, -0.185, -0.047, 0.115, -0.081, -0.097, 0.023, -0.180, -0.014, -0.119, 0.080, -0.113, -0.009, 0.120, 0.111, 0.119, 0.117, 0.119, 0.119, 0.121, 0.111, 0.113, 0.114, 0.116, 0.118, 0.145, -0.137, 0.055, -0.286, 0.092, -0.092, -0.059, -0.249, 0.008, -0.016, -0.022, -0.112, -0.003, -0.105, -0.013, -0.046, -0.042, -0.005, -0.179, 0.162, 0.119, 0.139, 0.127, 0.126, 0.121, 0.112, 0.119, 0.118, 0.120, 0.123, -0.054, 0.023, -0.615, 0.170, -0.014, 0.097, 0.080, 0.048, 0.137, 0.104, 0.100, -0.206, 0.874, -0.653, -0.405, -0.072, -0.060, -0.060, -0.064, -0.081, 0.069, 0.073, 0.060, 0.120, 0.116, 0.116, 0.112, 0.099],
  "largest_force_ev_per_a": 0.81,
  "orbital_gap_ev": 7.55,
  "relative_energy_kcal_mol": 0.0,
  "total_charge": 2,
  "homo_ha": -0.47604,
  "energy_ha": -3037.581496
}